Record 1
DFT (wB97M-V/def2-TZVPD) results for a structure of composition C5H20F15O25S5Zn2 at a distorted geometry.

As for the HOMO-LUMO gap (spin up / spin down): 0.2528 / 0.1035 Ha. Its total charge is 0. The value obtained for the total energy is -9131.03538 Eh. For the highest occupied orbital energy (spin up / spin down), the calculation gives -8.42 / -8.42 eV. As for the spin multiplicity: 2.

Positions of all 72 atoms, in Å:
Zn 0.473 0.529 2.860
Zn 1.977 -2.127 -1.844
S -0.312 -2.653 2.737
S 3.590 -2.835 1.088
S -0.213 0.113 -0.453
S -2.918 1.057 2.856
S 0.167 6.921 -3.628
F 0.495 4.486 -2.441
F 2.008 -5.031 1.220
F -0.836 2.707 -0.634
F -2.851 1.998 5.432
F -4.943 1.550 4.706
F 0.619 6.173 -1.093
F 3.917 -5.199 0.072
F 1.431 -3.311 4.463
F -0.502 -3.056 5.362
F 3.991 -5.234 2.197
F -1.226 5.439 -1.899
F -0.474 1.885 -2.549
F -0.064 -4.881 4.182
F 1.092 2.236 -1.375
F -3.732 3.384 4.044
O 3.019 -2.362 -0.200
O -0.337 6.227 -4.875
O 3.351 -0.768 -2.511
O -3.612 -1.794 0.748
O -1.579 -0.432 -0.703
O 1.588 7.392 -3.793
O 2.434 0.098 2.456
O -4.516 -0.848 -1.776
O -3.737 2.129 -3.317
O 0.752 -3.559 -1.034
O -3.491 -0.308 2.992
O 0.199 -1.325 2.962
O 5.007 -2.539 1.214
O 0.778 -0.729 -1.152
O -1.817 -2.571 2.739
O -1.456 0.995 3.051
O -1.812 -3.406 -2.742
O 2.855 -2.426 2.301
O 1.029 -2.154 -3.586
O 0.202 -3.271 1.517
O 4.060 3.149 -2.877
O -0.765 8.052 -3.267
O 0.029 0.325 0.957
O -3.300 1.714 1.633
O 0.815 2.614 2.607
C 3.343 -4.733 1.169
C -0.133 1.882 -1.305
C 0.066 5.697 -2.190
C -3.713 2.059 4.435
C 0.169 -3.611 4.305
H 1.395 3.066 3.220
H 3.397 2.823 -2.268
H 0.855 -1.389 -4.135
H 4.187 -1.034 -2.129
H 0.549 -2.867 -4.009
H -3.301 -1.004 0.306
H 0.252 -4.264 -1.448
H -3.616 -2.465 0.066
H 0.551 -3.638 -0.102
H -3.573 -0.711 -1.863
H -4.731 -1.480 -2.462
H -2.276 -4.104 -2.280
H 3.248 0.416 2.066
H 3.530 0.082 -2.913
H 2.549 -0.851 2.511
H -3.044 1.591 -2.935
H -1.514 -2.816 -2.050
H 4.103 4.089 -2.704
H 0.420 3.316 2.089
H -4.098 1.591 -4.022

Record 2
DFT (wB97M-V/def2-TZVPD) results for the ion CH2N3O3 with charge -1 at a distorted geometry.

As for the HOMO-LUMO gap: 0.2950 Ha. Its total charge is -1. The value obtained for the total energy is -429.19974 Eh. For the highest occupied orbital energy, the calculation gives -3.70 eV. The structure (SMILES) is O=C/N=N/N([O-])O.

Positions of all 9 atoms, in Å:
O -1.376 -1.643 -0.157
O 1.879 1.911 -0.125
O -2.743 0.262 -0.057
N -1.609 -0.136 -0.031
N 0.565 -0.056 0.083
N -0.611 0.526 0.161
C 1.692 0.694 -0.062
H -0.447 -1.651 0.239
H 2.649 0.093 -0.051

Record 3
DFT (wB97M-V/def2-TZVPD) results for a structure of composition C4H10ClN at a distorted geometry.

As for the HOMO-LUMO gap: 0.3596 Ha. Its total charge is 0. The value obtained for the total energy is -673.19992 Eh. For the highest occupied orbital energy, the calculation gives -9.00 eV.

Positions of all 16 atoms, in Å:
Cl -3.182 -0.891 -0.280
N 0.826 -0.467 0.307
C -1.054 0.921 -0.097
C -1.955 0.115 0.625
C 2.262 -1.051 -0.066
C 0.232 0.351 -0.768
H 2.846 -1.509 0.802
H -1.265 -0.589 1.083
H -0.013 -0.401 -1.592
H 2.071 -1.876 -0.736
H -0.676 1.752 0.409
H -1.701 1.543 -0.737
H -2.808 0.587 1.309
H 2.771 -0.016 -0.635
H 0.826 1.380 -1.151
H 0.820 0.151 1.526

Record 4
DFT (wB97M-V/def2-TZVPD) results for a structure of composition C16H23OPr at a distorted geometry.

As for the HOMO-LUMO gap (spin up / spin down): 0.0767 / 0.0766 Ha. Its total charge is -2. The value obtained for the total energy is -1215.54560 Eh. For the highest occupied orbital energy (spin up / spin down), the calculation gives 2.67 / 2.67 eV. As for the spin multiplicity: 3.

Positions of all 41 atoms, in Å:
Pr -0.299 -0.681 0.786
O 1.081 0.408 -0.880
C -2.338 0.619 2.044
C 1.107 -2.445 1.754
C 1.222 1.328 -3.157
C -0.924 -0.404 3.561
C -0.323 0.830 3.162
C -2.324 -0.688 -1.057
C -0.773 -2.375 -1.387
C 0.552 2.815 -1.233
C -2.165 -0.541 2.862
C -2.625 -1.752 -0.149
C 2.853 1.609 -1.289
C 1.344 1.592 -1.663
C 2.595 0.256 -0.667
C -1.670 -2.796 -0.354
C -1.202 1.470 2.227
C -1.201 -1.090 -1.841
H 1.168 3.692 -1.483
H 0.065 -2.949 -1.785
H -0.381 2.854 -1.805
H 1.810 -2.078 2.524
H 3.501 1.629 -2.173
H -0.544 -1.092 4.314
H 3.087 2.382 -0.554
H -1.671 -3.767 0.140
H -0.808 -0.558 -2.706
H 0.604 1.248 3.564
H -2.871 0.252 -1.157
H 2.948 -0.599 -1.247
H 0.429 -3.174 2.240
H 0.203 1.528 -3.508
H -2.880 -1.350 2.993
H -1.071 2.466 1.797
H 1.519 0.302 -3.407
H 0.316 2.825 -0.163
H -3.469 -1.792 0.537
H 1.894 2.025 -3.669
H 1.685 -2.989 0.986
H -3.211 0.841 1.430
H 2.764 0.148 0.412

Record 5
DFT (wB97M-V/def2-TZVPD) results for a structure of composition C20H29ClF4GaO13 at a distorted geometry.

As for the HOMO-LUMO gap: 0.2293 Ha. Its total charge is -1. The value obtained for the total energy is -4541.92898 Eh. For the highest occupied orbital energy, the calculation gives -4.33 eV.

Positions of all 68 atoms, in Å:
Ga -1.783 -0.495 -1.869
Cl -2.783 -0.726 -3.917
F -5.269 3.141 0.495
F 5.672 2.715 3.383
F 3.870 -3.559 2.640
F 7.594 0.564 -3.468
O 4.905 -1.379 -2.657
O 6.640 -0.334 -1.652
O -0.533 -4.085 2.878
O 3.971 0.076 2.038
O -6.133 -1.139 -1.264
O 1.746 -4.205 2.936
O -3.761 3.708 2.051
O 5.022 -1.313 -0.374
O -2.883 4.804 3.850
O -5.143 4.752 3.504
O 2.199 -0.050 3.478
O 0.742 -2.732 1.546
O 3.897 1.431 3.846
C 1.254 -1.246 -2.134
C -3.167 -0.974 -0.352
C 6.985 -0.549 -3.002
C -5.068 3.228 1.829
C 2.703 -3.776 1.994
C 5.483 -1.030 -1.467
C 5.062 0.970 1.944
C -3.846 4.453 3.189
C -0.195 -1.791 -1.602
C -6.984 -1.181 -2.490
C -1.338 1.508 -1.605
C 2.135 -2.498 1.478
C 0.560 -3.706 2.489
C -5.933 4.282 2.430
C 3.264 0.446 3.149
C 1.736 0.161 -2.135
C 5.215 1.443 3.349
C -4.314 0.178 -0.141
C 5.669 -0.755 -3.670
C -5.474 0.204 -1.320
H -1.089 1.660 -0.458
H -0.444 -2.762 -2.250
H -3.821 1.237 -0.058
H 5.849 0.802 3.971
H 7.665 -1.405 -3.076
H -6.239 1.074 -1.150
H -2.511 -0.977 0.643
H -2.335 2.130 -1.809
H -7.506 -0.130 -2.600
H 1.996 0.777 -1.161
H 5.957 0.460 1.577
H -0.176 -2.186 -0.475
H -7.810 -2.023 -2.381
H -6.136 5.108 1.740
H 2.838 -4.548 1.229
H -4.873 -0.017 0.890
H 2.022 -2.068 -2.529
H -3.619 -2.048 -0.480
H 5.746 -1.395 -4.553
H 2.389 -1.638 2.106
H 5.189 0.186 -3.959
H 1.826 0.682 -3.206
H -5.180 2.239 2.288
H -0.511 1.915 -2.329
H -6.886 3.883 2.790
H -6.330 -1.334 -3.449
H 4.810 1.779 1.250
H 2.447 -2.288 0.452
H -4.982 0.345 -2.392

Record 6
DFT (wB97M-V/def2-TZVPD) results for a cluster of 2 separate species, CH6NO in total at a distorted geometry.

As for the HOMO-LUMO gap: 0.2407 Ha. Its total charge is +1. The value obtained for the total energy is -171.33604 Eh. For the highest occupied orbital energy, the calculation gives -14.20 eV.

Positions of all 9 atoms, in Å:
O -2.922 -0.186 0.070
N 1.857 0.038 -0.032
C -1.599 -0.312 -0.057
H -3.275 -0.589 0.866
H -1.118 -0.814 0.745
H 1.821 1.078 0.136
H 2.176 -0.210 -0.996
H 2.569 -0.213 0.642
H -1.028 -0.139 -1.014

Record 7
DFT (wB97M-V/def2-TZVPD) results for a structure of composition C26H22BIN10O3Sc.

As for the HOMO-LUMO gap (spin up / spin down): 0.2817 / 0.2245 Ha. Its total charge is 0. The value obtained for the total energy is -2860.83208 Eh. For the highest occupied orbital energy (spin up / spin down), the calculation gives -8.29 / -8.19 eV. As for the spin multiplicity: 2.

Positions of all 64 atoms, in Å:
I 2.484 -0.161 -0.686
Sc -0.221 -0.148 0.111
O -1.288 3.900 0.962
O -0.108 -1.550 1.486
O -0.184 1.529 1.265
N 1.419 1.272 2.877
N -0.820 -1.551 -1.544
N -1.856 1.221 -2.374
N -4.273 0.766 -4.091
N -2.469 -0.117 0.327
N -3.937 -0.142 -3.142
N -3.304 -0.007 -0.727
N -1.853 -1.291 -2.379
N 1.423 0.000 2.670
N -0.769 1.330 -1.561
C -3.208 -0.012 1.426
C 1.676 4.031 3.143
C -5.768 -0.934 -4.084
C 0.783 6.217 2.782
C 1.743 5.387 3.365
C -0.203 -2.631 -2.008
C -4.549 0.179 1.093
C 1.752 -2.340 2.718
C 0.601 -2.567 1.935
C 1.017 -4.937 2.099
C -1.864 -2.198 -3.373
C -1.927 2.293 -3.185
C -0.828 -3.087 -3.169
C 2.160 -4.712 2.872
C -0.281 4.323 1.745
C -0.862 3.124 -2.899
C -0.212 5.696 1.983
C -5.365 0.290 -4.662
C 0.633 2.027 2.122
C 2.137 -0.981 3.032
C 0.671 3.475 2.340
C -4.559 0.187 -0.290
C -4.825 -1.174 -3.122
C 0.249 -3.887 1.633
C 2.519 -3.417 3.171
C -0.171 2.471 -1.879
B -2.751 -0.028 -2.192
H -5.832 0.845 -5.464
H -5.378 0.319 -0.980
H 0.738 2.758 -1.373
H 2.406 3.364 3.587
H -2.596 -2.148 -4.163
H -2.742 -0.077 2.398
H -5.388 0.302 1.757
H -0.960 6.330 1.521
H -0.554 -3.931 -3.783
H -1.192 2.944 0.816
H -0.617 4.063 -3.368
H -2.725 2.375 -3.903
H 2.756 -5.542 3.226
H 3.408 -3.218 3.762
H 0.726 -5.952 1.857
H 0.818 7.287 2.955
H 0.675 -3.009 -1.504
H 2.528 5.802 3.984
H -0.633 -4.054 1.026
H -4.716 -1.994 -2.425
H 3.065 -0.779 3.564
H -6.619 -1.546 -4.338

Record 8
DFT (wB97M-V/def2-TZVPD) results for a cluster of 3 separate species, C8H16INO2 in total at a distorted geometry.

As for the HOMO-LUMO gap: 0.3024 Ha. Its total charge is 0. The value obtained for the total energy is -817.25335 Eh. For the highest occupied orbital energy, the calculation gives -7.70 eV. The structure (SMILES) is CCC(C)=C=O.CCC(N)=O.I.

Positions of all 28 atoms, in Å:
I 2.407 -2.403 -1.181
O -1.614 0.929 1.005
O 1.359 0.460 0.153
N -0.615 -0.937 0.128
C 0.884 1.509 0.171
C -1.356 -0.314 1.014
C -2.547 -2.521 1.723
C -1.659 3.826 0.625
C -0.437 3.432 1.250
C 0.552 2.793 0.283
C -2.033 -1.166 2.044
C 1.106 3.635 -0.832
H 2.911 -1.361 -0.292
H -2.663 -0.571 2.701
H -1.619 4.761 0.068
H 0.361 4.217 -1.276
H -0.622 -1.915 0.164
H -0.467 2.642 2.070
H -3.004 -2.966 2.567
H 0.186 4.303 1.673
H -3.361 -2.542 0.853
H -1.797 -3.224 1.417
H 1.848 4.296 -0.300
H -2.006 2.967 -0.021
H -1.231 -1.521 2.782
H -2.527 3.774 1.340
H 1.654 3.135 -1.734
H -0.594 -0.552 -0.842